Molecular formula: C3H14N5
Method: DFT, the ωB97M-V functional and the def2-TZVPD basis

ORCA input file:
```
! wB97M-V def2-TZVPD RIJCOSX def2/J DEFGRID3
* xyz 1 1
H 3.54708 -1.32905 1.85981
H -4.64088 -0.40306 1.61344
H 4.15203 -1.70616 0.38384
H 2.54291 -0.18186 0.20517
H -3.19256 0.70017 -0.85428
N 0.69213 -0.55626 -0.44491
H -0.96248 -2.98547 -1.52758
N -0.79901 -2.47514 -0.67119
C -3.56709 -0.02461 -0.15087
N 1.68285 0.21091 -0.27003
H 1.89228 3.44019 -0.56597
C -4.25435 0.32378 0.91619
N 1.09816 2.82149 -0.68852
C 0.08905 -1.54767 -0.62188
H 1.49716 1.23895 -0.41866
H -1.40190 -2.67055 0.12068
H 0.75366 2.95664 -1.63287
N 3.78994 -0.94888 0.95225
H 0.37262 3.13183 -0.04964
H -4.47145 1.35433 1.14153
H -3.36731 -1.06074 -0.38681
H 4.54716 -0.28883 1.09029
*
```

Computed properties:
**Highest occupied orbital energy**: -12.91 eV
**Largest force on an atom**: 0.03831 Eh/bohr
**Orbital gap**: 10.05 eV

These are the natural (NBO) partial charges, in e, on atoms 1 to 6: H 0.387; H 0.199; H 0.387; H 0.421; H 0.193; N -0.063